{"formula": "C26H35MnN7PS3", "method": "ωB97M-V/def2-TZVPD", "symbols": ["Mn", "C", "C", "N", "N", "C", "N", "S", "C", "C", "C", "C", "C", "N", "H", "H", "H", "H", "H", "H", "H", "H", "H", "N", "C", "C", "C", "N", "C", "C", "N", "C", "H", "H", "H", "H", "H", "H", "H", "H", "H", "H", "H", "H", "H", "H", "H", "H", "S", "P", "S", "C", "C", "C", "C", "C", "C", "C", "C", "C", "C", "C", "C", "H", "H", "H", "H", "H", "H", "H", "H", "H", "H"], "positions_angstrom": [[-0.2991, -0.2237, 0.0920], [-0.7702, 4.1941, 0.9051], [-0.8658, 2.7925, 0.3891], [-0.2500, 1.8029, 0.9718], [0.3692, 2.0377, 2.1251], [1.2537, 1.1948, 2.5720], [1.6381, 1.2756, 3.8554], [2.0406, 0.0175, 1.5870], [-1.6717, 2.4665, -0.7698], [-2.5333, 3.4015, -1.3629], [-3.2807, 3.0450, -2.4657], [-3.1723, 1.7487, -2.9519], [-2.3014, 0.8870, -2.3142], [-1.5629, 1.2060, -1.2560], [0.1375, 4.2809, 1.4986], [-1.6167, 4.4195, 1.5542], [-0.7415, 4.9144, 0.0918], [1.2637, 2.0108, 4.4304], [2.4437, 0.7637, 4.1672], [-2.6133, 4.3960, -0.9557], [-3.9432, 3.7573, -2.9344], [-3.7500, 1.4147, -3.7977], [-2.1937, -0.1216, -2.6870], [1.6634, -2.6969, 0.2233], [2.1688, -3.3497, -1.0036], [2.9179, -2.3396, -1.8655], [2.0279, -1.2898, -2.5405], [1.5280, -0.2875, -1.5870], [0.8654, -1.9575, -3.2810], [0.0725, -2.9584, -2.4345], [-0.7548, -2.2569, -1.4436], [1.0012, -3.9760, -1.7602], [2.3554, -2.0939, 0.6974], [1.3033, -3.3626, 0.9216], [0.8652, -2.0495, -0.0320], [2.8683, -4.1351, -0.6978], [3.4250, -2.8947, -2.6552], [3.6809, -1.8426, -1.2652], [2.6539, -0.7864, -3.2942], [1.1631, 0.5007, -2.1257], [2.3123, 0.0771, -1.0387], [1.2662, -2.4821, -4.1472], [0.1867, -1.1867, -3.6491], [-0.5713, -3.5287, -3.1228], [-1.2138, -2.9403, -0.8398], [-1.5128, -1.7873, -1.9371], [1.4167, -4.6267, -2.5287], [0.4157, -4.6047, -1.0868], [-3.3932, -3.9498, 1.6940], [-2.0009, -3.0709, 2.7522], [-0.9523, -1.6451, 1.7295], [-2.5017, -2.2517, 4.3013], [-3.7584, -2.4657, 4.8481], [-4.0899, -1.8487, 6.0431], [-3.1729, -1.0276, 6.6802], [-1.9183, -0.8151, 6.1273], [-1.5775, -1.4282, 4.9378], [-0.7193, -4.2731, 3.2802], [-0.0441, -4.9847, 2.2945], [0.8408, -5.9893, 2.6413], [1.0574, -6.2860, 3.9793], [0.3804, -5.5828, 4.9619], [-0.5083, -4.5781, 4.6170], [-4.4628, -3.1116, 4.3403], [-5.0636, -2.0125, 6.4801], [-3.4340, -0.5576, 7.6167], [-1.2056, -0.1753, 6.6280], [-0.6016, -1.2748, 4.4945], [-0.2778, -4.7827, 1.2537], [1.3427, -6.5634, 1.8747], [1.7420, -7.0741, 4.2558], [0.5288, -5.8254, 6.0038], [-1.0466, -4.0398, 5.3840]], "atomic_forces_ev_per_a": [[0.5, 2.0, -1.2], [0.1, -0.2, 0.1], [0.7, -0.2, 1.0], [-0.2, -1.3, -1.1], [-0.5, 1.1, 1.1], [0.3, -0.6, -0.6], [-0.1, 0.2, 0.1], [-0.3, -0.2, -0.6], [-0.3, -0.3, -0.6], [0.3, -0.2, 0.2], [0.0, -0.3, 0.0], [0.1, 0.2, 0.1], [-0.1, -0.2, -0.2], [0.3, -0.3, 0.5], [-0.1, 0.1, 0.0], [-0.1, 0.1, 0.0], [0.0, 0.0, 0.0], [0.0, 0.1, 0.0], [0.0, 0.0, -0.1], [0.0, 0.0, 0.1], [-0.1, 0.0, 0.0], [0.0, -0.1, -0.1], [0.0, -0.1, 0.0], [-0.2, 0.4, 0.1], [0.3, -0.3, -0.4], [-0.3, 0.2, 0.1], [0.0, -0.3, -0.4], [-0.3, 0.7, 0.4], [0.0, 0.0, 0.3], [0.2, -0.2, -0.5], [-0.2, 0.3, 0.5], [-0.1, 0.2, 0.1], [-0.2, -0.3, 0.0], [-0.1, 0.2, -0.1], [0.8, -0.9, 0.5], [-0.1, 0.1, 0.1], [0.1, 0.0, 0.0], [0.2, 0.0, 0.0], [-0.1, -0.1, 0.2], [0.2, -0.1, 0.2], [-0.3, 0.1, -0.1], [0.0, 0.0, -0.1], [0.0, 0.1, -0.1], [0.1, 0.1, 0.2], [-0.1, 0.2, 0.1], [0.1, -0.1, 0.2], [0.0, -0.1, 0.0], [0.0, -0.1, 0.0], [0.1, 0.1, 0.3], [-0.5, -0.3, -0.2], [0.2, 0.1, 0.8], [0.1, -0.2, -0.5], [0.1, -0.1, -0.1], [0.0, 0.0, 0.1], [-0.1, 0.0, 0.0], [0.1, 0.0, 0.1], [0.0, 0.0, 0.0], [-0.3, 0.3, -0.1], [0.0, 0.0, 0.0], [0.1, 0.0, -0.1], [0.0, 0.0, 0.1], [0.1, -0.1, 0.0], [-0.1, 0.1, -0.1], [0.0, 0.0, 0.0], [-0.1, 0.0, 0.0], [0.0, 0.1, 0.1], [0.0, 0.0, 0.0], [0.0, 0.1, 0.0], [-0.1, -0.1, -0.1], [0.0, 0.0, -0.1], [0.0, -0.1, 0.0], [0.0, 0.0, 0.1], [0.0, 0.0, 0.1]], "energy_ev": -111071.1422, "charge": 1, "s2": 0.795, "multiplicity": 2, "homo_lumo_gap_ev": [6.840, 6.829], "de_lowest_ev": 0.000, "homo_ev": [-9.79, -9.81]}